This record from OMol25 describes a cluster of 3 separate species, C26H56BN2O9P in total at a distorted geometry. The level of theory is ωB97M-V with the def2-TZVPD basis set.

Summary:
Gap between HOMO and LUMO (spin up / spin down)   8.7 / 9.6 eV
Spin multiplicity   3
LUMO (spin up / spin down)   0.350 / 0.253 eV
HOMO level (spin up / spin down)   -8.37 / -9.34 eV
⟨S²⟩   2.0081

```
95
Properties=species:S:1:pos:R:3:mulliken_spin:R:1
C 3.2202 -2.7915 2.0189 0.003
C 1.7948 -2.5383 2.4825 -0.001
O 1.8198 -1.6153 3.5964 0.000
B 0.6221 -0.9510 3.7852 0.000
O -0.2550 -1.4917 4.6893 0.000
C 0.2670 0.4415 3.0875 0.001
C -1.2293 0.6756 3.1212 0.000
O -1.9836 -0.4295 2.6806 0.000
C -2.2285 -0.4542 1.2851 -0.001
O 0.6650 0.5625 1.7139 -0.002
C 2.0308 0.8571 1.4961 0.000
C 2.4903 2.2401 1.9827 0.000
C 3.5331 2.0838 3.0747 0.000
P 2.2425 0.8042 -0.3178 0.000
O 3.4619 1.4185 -0.7871 0.000
O 2.2247 -0.7567 -0.7240 0.000
O 0.9123 1.4250 -0.9482 0.000
H 3.8590 -2.6388 2.8749 0.000
H 3.3265 -3.7960 1.6430 -0.001
H 3.4935 -2.0604 1.2771 0.000
H 1.3695 -3.4667 2.8426 0.000
H 1.2005 -2.1280 1.6717 0.000
H -0.4876 -2.3790 4.3671 0.000
H 0.7022 1.2271 3.7089 0.000
H -1.4983 0.9611 4.1303 0.000
H -1.4318 1.5289 2.4778 0.004
H -3.0696 -1.1114 1.1319 0.000
H -1.3862 -0.9145 0.7773 0.000
H -2.4427 0.5265 0.8793 0.005
H 2.6996 0.0948 1.8785 0.000
H 1.6249 2.7142 2.4273 0.000
H 2.8556 2.8605 1.1819 0.000
H 4.4030 1.5757 2.6883 0.000
H 3.8340 3.0338 3.4920 0.000
H 3.1323 1.4667 3.8641 0.000
H 1.3731 -1.1173 -0.4149 0.000
H 0.1969 0.7717 -0.8593 0.000
C -6.1886 5.6320 -0.0708 0.010
C -5.4640 4.4086 0.5481 0.010
C -5.8979 4.2027 2.0024 0.024
C -5.2701 5.1809 2.9952 -0.024
C -3.7530 5.2250 2.8248 0.026
C -3.3338 5.5330 1.3893 0.023
N -3.9828 4.5793 0.4422 0.401
O -3.3900 3.4389 0.4874 0.522
C -3.6880 6.9912 1.0496 0.007
C -1.8190 5.4398 1.2578 -0.014
C -5.9047 3.1944 -0.2602 -0.003
H -5.5354 6.1829 -0.7453 -0.011
H -7.0461 5.3197 -0.6640 0.001
H -6.5635 6.3256 0.6823 0.001
H -5.6397 3.1847 2.3111 0.005
H -6.9861 4.2734 2.0526 0.002
H -5.7015 6.1786 2.8789 -0.001
H -5.5119 4.8631 4.0111 0.001
H -3.3235 5.9753 3.4913 0.001
H -3.3318 4.2612 3.1290 0.005
H -3.4531 7.2153 0.0086 -0.006
H -3.1008 7.6628 1.6755 0.000
H -4.7304 7.2438 1.2226 0.001
H -1.4368 4.4679 1.5646 0.008
H -1.3552 6.1950 1.8913 0.000
H -1.5053 5.6222 0.2294 0.000
H -5.5717 3.2630 -1.2966 -0.001
H -6.9923 3.1397 -0.2516 0.001
H -5.5315 2.2625 0.1597 0.004
C 3.4617 -3.2136 -4.9338 0.021
C 3.8399 -3.9260 -3.6093 0.010
C 4.8493 -5.0474 -3.8700 0.026
C 4.2455 -6.3147 -4.4765 -0.019
C 3.0322 -6.7769 -3.6703 0.027
C 1.9859 -5.6768 -3.5069 0.006
N 2.6100 -4.4476 -2.9376 0.369
O 2.8037 -4.5899 -1.6728 0.569
C 1.3213 -5.3924 -4.8653 0.020
C 0.8630 -6.1559 -2.5965 -0.014
C 4.5024 -2.8726 -2.7328 -0.026
H 2.4111 -2.9285 -4.9475 -0.010
H 4.0285 -2.2928 -5.0568 0.001
H 3.6601 -3.8256 -5.8146 0.001
H 5.3365 -5.3144 -2.9270 0.005
H 5.6338 -4.6625 -4.5240 0.001
H 3.9738 -6.1496 -5.5225 0.000
H 4.9998 -7.1037 -4.4806 0.002
H 2.5705 -7.6411 -4.1522 0.002
H 3.3657 -7.1128 -2.6834 0.002
H 0.6137 -4.5663 -4.7861 -0.008
H 0.7696 -6.2739 -5.1916 0.000
H 2.0246 -5.1590 -5.6596 0.002
H 1.2295 -6.4776 -1.6239 0.000
H 0.3597 -7.0038 -3.0596 0.001
H 0.1246 -5.3677 -2.4427 0.000
H 3.8061 -2.0762 -2.4680 0.009
H 5.3402 -2.4280 -3.2682 -0.001
H 4.9035 -3.2942 -1.8129 0.002
```

This record from OMol25 describes a cluster of 11 separate species, C26H56Cl20IOPSi in total at a distorted geometry. The level of theory is ωB97M-V with the def2-TZVPD basis set.

Summary:
SMILES   CCC[C@H](C)[Si@](C)(I)[PH2]=O.ClCCCl.ClCCCl.ClCCCl.ClCCCl.ClCCCl.ClCCCl.ClCCCl.ClCCCl.ClCCCl.ClCCCl
Gap between HOMO and LUMO   9.2 eV
Spin multiplicity   1
LUMO   0.426 eV
HOMO level   -8.82 eV

```
106
Properties=species:S:1:pos:R:3:mulliken_charge:R:1
C 3.9264 0.5874 2.6939 -1.133
C 2.3547 0.6303 2.6796 -0.078
C 1.7604 -0.6271 1.9690 -0.866
C 0.3423 -1.0605 2.4544 0.752
C 0.0636 -2.4563 1.7448 -1.371
Si -1.0827 0.1059 1.9644 0.220
C -2.6492 -0.1918 3.0244 -0.840
I -1.7119 -0.3808 -0.3968 -0.062
P -0.6659 2.2815 2.1472 0.558
O -1.9867 2.9321 2.6088 -0.711
H 4.3017 0.0387 3.5685 0.310
H 4.3010 0.1761 1.7381 0.349
H 4.2681 1.6398 2.7050 0.180
H 1.9973 0.6591 3.7215 0.405
H 2.0879 1.5172 2.0814 -0.167
H 1.8382 -0.5207 0.8697 0.326
H 2.4411 -1.4662 2.2251 0.329
H 0.3783 -1.2970 3.5368 0.304
H 0.6243 -3.2749 2.2202 0.166
H -1.0182 -2.6947 1.6881 0.135
H 0.4229 -2.3750 0.7006 0.359
H -3.5094 0.1494 2.4202 0.299
H -2.7496 -1.2363 3.3458 0.147
H -2.5809 0.5141 3.8739 0.355
H -0.4257 2.7627 0.8180 -0.042
H 0.3962 2.6099 3.0313 0.055
Cl 2.7007 -3.4304 4.7509 -0.161
C 1.3689 -4.5371 5.1734 -0.403
C 1.8559 -5.9515 5.3873 -0.312
Cl 2.4117 -6.7067 3.8725 -0.192
H 0.6212 -4.4846 4.3858 0.163
H 0.9225 -4.1581 6.0921 0.375
H 1.0464 -6.5690 5.7676 0.226
H 2.6759 -5.9862 6.1021 0.360
Cl 7.3877 1.8498 4.3633 -0.188
C 6.8690 3.4986 3.9354 0.039
C 6.1405 4.1805 5.0694 -0.471
Cl 4.5543 3.4358 5.3941 -0.171
H 6.2486 3.4355 3.0431 0.301
H 7.7682 4.0579 3.6871 -0.123
H 5.9540 5.2229 4.8129 0.303
H 6.7195 4.1528 5.9903 0.324
Cl 0.5851 6.3437 -0.5528 -0.197
C 0.9003 5.7212 -2.1922 -0.395
C 0.6621 4.2314 -2.2882 -0.307
Cl 1.8736 3.2991 -1.3675 -0.189
H 1.9213 5.9808 -2.4623 0.257
H 0.2255 6.2462 -2.8666 0.334
H 0.7403 3.9095 -3.3244 0.098
H -0.3256 3.9594 -1.9199 0.384
Cl 2.0677 1.8737 -6.1439 -0.131
C 3.4601 2.9625 -5.9267 -0.541
C 3.2056 3.9902 -4.8531 -0.199
Cl 1.9548 5.1711 -5.3239 -0.189
H 3.6806 3.4263 -6.8863 0.338
H 4.3100 2.3427 -5.6430 0.323
H 4.1165 4.5549 -4.6573 0.384
H 2.8880 3.5209 -3.9234 0.050
Cl 0.5586 -3.6292 -2.5843 -0.168
C -0.6659 -3.8065 -3.8659 -0.325
C -2.0684 -3.5992 -3.3462 0.141
Cl -2.5810 -4.9099 -2.2500 -0.209
H -0.5473 -4.7917 -4.3129 0.388
H -0.4420 -3.0556 -4.6241 0.105
H -2.7721 -3.5888 -4.1766 0.279
H -2.1570 -2.6590 -2.8101 -0.245
Cl -0.3539 0.3780 -4.5726 -0.151
C -1.6219 0.2323 -5.8153 -0.516
C -3.0170 0.4634 -5.2798 -0.511
Cl -3.5329 -0.8392 -4.1809 -0.131
H -1.5325 -0.7562 -6.2624 0.360
H -1.3966 0.9754 -6.5803 0.341
H -3.7265 0.4793 -6.1069 0.350
H -3.0976 1.4067 -4.7433 0.296
Cl -6.4402 2.2484 -4.2954 -0.196
C -7.7689 1.2124 -3.7112 -0.349
C -7.3384 -0.2238 -3.5351 0.246
Cl -6.9940 -1.0159 -5.0944 -0.209
H -8.5960 1.2987 -4.4138 0.174
H -8.0900 1.6191 -2.7528 0.360
H -8.1389 -0.7958 -3.0609 -0.380
H -6.4460 -0.2990 -2.9150 0.342
Cl -10.0660 -1.7086 -2.2253 -0.213
C -10.9860 -2.1350 -3.6915 -0.458
C -11.4783 -0.9138 -4.4319 -0.130
Cl -12.7373 -0.0395 -3.5242 -0.182
H -11.8089 -2.7822 -3.3956 0.385
H -10.3139 -2.7060 -4.3317 0.279
H -11.9215 -1.2134 -5.3807 0.316
H -10.6669 -0.2182 -4.6373 0.013
Cl 10.3259 1.6767 2.1641 -0.149
C 11.7012 2.7754 2.4407 -0.443
C 11.4005 3.8324 3.4772 -0.448
Cl 10.1960 5.0142 2.9025 -0.213
H 11.9740 3.2219 1.4866 0.313
H 12.5321 2.1573 2.7794 0.289
H 12.3065 4.3933 3.7037 0.331
H 11.0291 3.3923 4.4007 0.312
Cl -1.4108 -6.0286 5.5342 -0.170
C -3.0298 -5.9639 4.7908 -0.439
C -2.9982 -5.5972 3.3233 -0.718
Cl -2.4986 -3.9094 3.0377 -0.095
H -3.6289 -5.2595 5.3641 0.339
H -3.4646 -6.9562 4.9057 0.325
H -3.9995 -5.7013 2.9068 0.366
H -2.3246 -6.2412 2.7611 0.333
```

This record from OMol25 describes a structure of composition C26H56N7O7PS. The level of theory is ωB97M-V with the def2-TZVPD basis set.

Summary:
Gap between HOMO and LUMO   7.7 eV
Spin multiplicity   1
LUMO   -0.638 eV
HOMO level   -8.31 eV

```
98
Properties=species:S:1:pos:R:3:mulliken_charge:R:1
N -7.7928 -0.0725 -2.4390 -0.653
C -6.8766 -0.3991 -3.5530 -0.354
C -6.0891 0.8453 -3.9697 -1.366
C -4.8677 1.0588 -3.1304 0.018
C -4.7961 1.9646 -2.1300 -0.818
C -3.6483 2.1398 -1.2843 0.487
P -3.6221 3.3541 0.0092 0.258
O -3.3122 2.8612 1.3761 -0.630
C -2.5293 1.3605 -1.4182 0.035
N -1.4039 1.4574 -0.6223 -0.105
C -2.5508 0.4228 -2.4932 0.329
N -1.5444 -0.3830 -2.8278 -0.156
S -2.0377 -1.2429 -4.0773 0.098
N -3.5168 -0.6665 -4.2659 -0.633
C -3.6999 0.2674 -3.3272 1.090
H -7.3199 -0.2623 -1.5623 0.228
H -8.5686 -0.7242 -2.4510 0.235
H -7.4519 -0.7857 -4.3910 0.397
H -6.1733 -1.1856 -3.2669 0.289
H -6.7521 1.7025 -3.8616 0.458
H -5.8021 0.7634 -5.0183 0.410
H -5.6627 2.5914 -1.9592 0.230
H -4.8595 4.0073 -0.1163 0.047
H -2.6808 4.2943 -0.4457 0.081
H -1.6307 1.8546 0.2856 0.015
H -1.0121 0.5332 -0.4403 0.024
C 3.4351 6.6381 2.9775 -0.721
O 2.5552 6.6697 1.8737 -0.345
C 3.1882 6.5748 0.6048 -0.815
C 2.8479 5.2708 -0.0797 -0.157
N 3.4542 4.1396 0.6063 -0.271
C 3.0291 2.8309 0.1213 -1.179
C 1.5609 2.4558 0.2623 0.081
O 1.1261 2.2703 1.5983 -0.286
C 0.7627 3.4456 2.2972 -0.741
H 2.8446 6.8566 3.8653 0.245
H 3.9106 5.6591 3.1049 0.296
H 4.2193 7.3956 2.8825 0.351
H 4.2719 6.6818 0.7102 0.411
H 2.8224 7.4019 -0.0101 0.399
H 3.2280 5.3031 -1.1055 0.375
H 1.7521 5.2034 -0.1350 0.148
H 3.2509 4.2060 1.5954 0.121
H 3.6187 2.0772 0.6503 0.413
H 3.2964 2.7563 -0.9381 0.429
H 1.4107 1.4959 -0.2371 0.175
H 0.9005 3.1707 -0.2406 0.231
H 0.3483 4.2007 1.6231 0.310
H 1.6066 3.8803 2.8417 0.231
H -0.0022 3.1713 3.0244 0.331
C 0.6323 -3.7293 -4.1300 -0.505
O 1.4736 -2.6211 -3.8969 -0.436
C 1.3217 -2.0051 -2.6238 -0.873
C 2.5059 -2.2647 -1.7226 -0.399
N 2.5540 -3.6577 -1.3019 -0.212
C 3.7521 -4.0357 -0.5613 -0.762
C 5.0964 -3.9386 -1.2710 -0.538
O 5.2623 -4.8657 -2.3249 -0.427
C 4.7664 -4.4575 -3.5843 -0.516
H 0.6977 -3.9556 -5.1930 0.248
H 0.9381 -4.6170 -3.5645 0.261
H -0.4084 -3.5031 -3.8827 0.195
H 0.3962 -2.3450 -2.1530 0.498
H 1.2290 -0.9297 -2.7908 0.352
H 2.4064 -1.6360 -0.8311 0.420
H 3.4100 -1.9400 -2.2564 0.441
H 2.4658 -4.2521 -2.1161 0.096
H 3.6251 -5.0705 -0.2345 0.449
H 3.8006 -3.4207 0.3439 0.336
H 5.8708 -4.1773 -0.5379 0.383
H 5.2997 -2.9223 -1.6311 0.353
H 4.8590 -3.3764 -3.7212 0.278
H 3.7200 -4.7427 -3.7307 0.176
H 5.3609 -4.9589 -4.3476 0.294
C -2.1757 -1.7072 6.0471 -0.730
O -0.7882 -1.6463 5.7916 -0.327
C -0.1482 -2.9086 5.6666 -0.846
C 0.3265 -3.1427 4.2505 -0.119
N -0.7951 -3.3216 3.3409 -0.297
C -0.4355 -3.3692 1.9284 -1.116
C 0.2014 -2.1357 1.3044 0.238
O -0.6679 -1.0184 1.2074 -0.218
C -0.7345 -0.2105 2.3749 -0.087
H -2.5089 -0.6923 6.2549 0.243
H -2.7416 -2.0924 5.1915 0.299
H -2.3921 -2.3338 6.9180 0.353
H -0.8213 -3.7111 5.9830 0.416
H 0.7184 -2.9078 6.3336 0.395
H 0.9416 -4.0479 4.2307 0.362
H 0.9726 -2.2967 3.9760 0.165
H -1.4601 -2.5733 3.4867 0.132
H -1.3446 -3.5928 1.3642 0.414
H 0.2476 -4.2110 1.7758 0.376
H 0.4796 -2.4017 0.2851 -0.306
H 1.1245 -1.8423 1.8193 0.322
H 0.2256 -0.1811 2.8930 0.245
H -1.5155 -0.5459 3.0629 0.126
H -0.9806 0.8008 2.0640 -0.196
```

This record from OMol25 describes a cluster of 8 separate species, C26H58F3N7O9P in total at a distorted geometry. The level of theory is ωB97M-V with the def2-TZVPD basis set.

Summary:
Gap between HOMO and LUMO   4.7 eV
Spin multiplicity   1
LUMO   1.781 eV
HOMO level   -2.95 eV
Total charge   -1

```
104
Properties=species:S:1:pos:R:3:mulliken_charge:R:1
C 1.8776 0.8576 -0.8207 -0.855
C 0.5058 0.4220 -0.8340 -0.137
C -0.6357 1.3471 -0.3142 0.094
C -1.1863 1.0772 1.1814 0.209
O -2.0297 2.2353 1.4044 -0.522
P -2.7549 2.6142 -0.1493 -0.385
C -4.3052 1.5078 0.2412 0.432
F -5.5051 2.0178 -0.2970 -0.317
F -4.2228 0.2020 -0.3068 -0.186
F -4.5011 1.4103 1.6220 -0.293
O -1.8730 1.4034 -1.0679 0.044
H 2.5386 0.4841 0.0163 0.133
H 2.3446 1.4937 -1.6254 0.363
H 0.3384 -0.6443 -1.2181 0.272
H -0.0981 2.3437 -0.1641 0.114
H -0.4123 0.8415 1.9602 -0.041
H -1.7271 0.0887 1.0672 -0.077
H -3.4155 3.7255 0.5305 0.053
H -3.4618 2.8697 -1.3926 0.016
H -1.7875 3.6106 -0.5375 0.115
C -5.9459 1.6431 -3.5962 -1.347
C -4.5625 1.6056 -4.1885 0.869
O -3.7062 2.4099 -3.8774 -0.598
N -4.2819 0.6272 -5.1006 -0.126
C -5.1553 -0.4140 -5.5959 -0.796
H -6.0112 2.4703 -2.8919 0.224
H -6.6890 1.7966 -4.3832 0.474
H -6.1507 0.7153 -3.0583 0.336
H -3.3367 0.6667 -5.4503 0.186
H -4.7060 -1.3835 -5.3654 0.161
H -5.2386 -0.3112 -6.6812 0.300
H -6.1459 -0.3615 -5.1521 0.333
C -2.9564 -2.6553 -0.9115 -0.796
C -1.8561 -3.0702 -1.8505 0.683
O -0.7163 -2.6446 -1.7392 -0.713
N -2.1629 -3.9469 -2.8481 -0.099
C -3.4434 -4.5590 -3.1447 -0.921
H -2.5580 -1.9572 -0.1773 -0.122
H -3.7547 -2.1557 -1.4631 0.331
H -3.3497 -3.5273 -0.3839 0.440
H -1.3753 -4.1760 -3.4346 0.230
H -3.3275 -5.6427 -3.0915 0.409
H -3.7284 -4.2807 -4.1632 0.247
H -4.2194 -4.2430 -2.4527 0.315
C 2.9406 -0.2177 4.3021 -1.443
C 2.2903 0.5538 3.1844 0.881
O 1.8571 0.0099 2.1808 -0.603
N 2.1900 1.9030 3.3147 0.047
C 2.6326 2.7335 4.4119 -0.938
H 2.9449 -1.2774 4.0510 0.319
H 3.9733 0.1123 4.4346 0.273
H 2.3788 -0.0837 5.2293 0.368
H 1.7437 2.3486 2.5247 0.179
H 1.7649 3.2675 4.8097 0.369
H 3.3514 3.4599 4.0255 0.234
H 3.0970 2.1541 5.2056 0.298
C -5.6735 -9.1626 -3.8213 -1.320
C -4.2586 -8.6515 -3.8821 0.798
O -3.8594 -7.7588 -3.1503 -0.662
N -3.4151 -9.2163 -4.7886 -0.173
C -3.6940 -10.2756 -5.7361 -0.828
H -6.2193 -8.6165 -3.0540 0.283
H -6.1726 -9.0050 -4.7794 0.373
H -5.6802 -10.2231 -3.5623 0.373
H -2.4863 -8.8223 -4.7700 0.229
H -3.0157 -11.1076 -5.5356 0.287
H -3.5042 -9.8987 -6.7434 0.277
H -4.7211 -10.6240 -5.6694 0.318
C 3.7254 5.7624 6.7969 -1.309
C 3.5396 4.5766 7.7059 0.895
O 4.2800 3.6035 7.6646 -0.640
N 2.5093 4.6097 8.5919 -0.198
C 1.5312 5.6594 8.7929 -0.861
H 4.5836 5.5882 6.1501 0.130
H 2.8423 5.8984 6.1699 0.378
H 3.9128 6.6626 7.3855 0.472
H 2.4482 3.7817 9.1652 0.238
H 1.5979 6.0017 9.8279 0.283
H 0.5365 5.2436 8.6206 0.290
H 1.6906 6.5006 8.1240 0.329
C 6.5498 3.0894 5.7400 -0.847
C 6.7468 2.4894 4.3737 0.649
O 5.8693 1.8445 3.8218 -0.586
N 7.9437 2.6835 3.7516 -0.194
C 9.0976 3.4114 4.2349 -0.875
H 5.5537 2.8483 6.0977 0.020
H 7.2778 2.6778 6.4423 0.374
H 6.6453 4.1762 5.6907 0.308
H 7.9963 2.2513 2.8412 0.255
H 9.3209 4.2156 3.5300 0.280
H 9.9486 2.7274 4.2728 0.280
H 8.9305 3.8336 5.2221 0.338
C 0.5735 0.4195 -4.2989 -1.056
C 1.9825 0.9425 -4.3845 0.677
O 2.3850 1.8381 -3.6600 -0.707
N 2.8189 0.3841 -5.3066 -0.138
C 2.5338 -0.6774 -6.2474 -0.823
H 0.0348 0.9610 -3.5219 0.081
H 0.0570 0.5727 -5.2499 0.468
H 0.5804 -0.6412 -4.0385 0.375
H 3.7438 0.7862 -5.3034 0.255
H 3.2228 -1.5040 -6.0577 0.267
H 2.7032 -0.2998 -7.2590 0.276
H 1.5110 -1.0341 -6.1625 0.322
```

What is the formula in the third record? C26H56N7O7PS

Number 2 is which compound? C26H56Cl20IOPSi